No. 1
Computed, not measured: a structure of composition C37H21MnN9, with the ωB97M-V functional and the def2-TZVPD basis.

Element x y z (Å)
H (-4.856, -1.611, 3.418)
H (-2.355, 2.148, -4.009)
N (-0.089, 3.273, -0.133)
C (-4.389, 1.491, -3.759)
H (1.501, 1.686, -4.109)
C (-1.098, 2.938, -1.063)
C (2.480, 1.092, 0.425)
H (-2.021, 3.432, -0.728)
C (-2.924, -2.133, 2.641)
H (1.151, -0.161, -2.750)
H (5.225, 1.945, 0.818)
C (0.876, 2.637, 0.366)
H (5.754, 4.329, 1.346)
H (1.911, -5.539, 0.465)
C (2.640, -4.791, 0.195)
H (4.210, -6.171, -0.247)
C (-2.646, -1.236, 1.535)
N (1.257, -1.400, 0.379)
N (1.141, 1.231, 0.346)
C (-0.898, -2.593, 1.690)
C (-1.454, 1.433, -1.271)
H (3.970, 5.997, 1.513)
Mn (-0.182, -0.154, 0.223)
C (4.860, -4.159, -0.558)
N (-0.374, 0.514, -1.590)
C (3.120, 2.350, 0.737)
C (-3.991, -2.247, 3.509)
N (-1.364, -1.491, 1.039)
C (-5.017, 0.561, -1.621)
H (5.283, -2.054, -0.765)
H (-0.846, -4.574, 3.819)
N (-1.777, 0.832, 0.020)
H (1.599, 5.378, 1.110)
H (0.627, 3.840, -3.959)
H (-0.789, 4.716, -2.279)
C (2.596, -1.179, 0.078)
C (-2.738, 1.316, -2.065)
C (-1.805, -2.983, 2.747)
C (-3.704, 0.747, -1.211)
H (-4.731, -3.359, 5.182)
C (1.118, -2.749, 0.612)
H (-4.673, 1.764, -4.763)
C (-3.018, 0.380, 0.011)
C (4.730, 4.023, 1.203)
C (0.524, 0.711, -2.560)
C (-2.793, -4.052, 4.614)
C (4.451, 2.691, 0.918)
C (-3.905, -3.228, 4.499)
C (-5.346, 0.945, -2.910)
C (-0.571, 3.659, -2.274)
C (2.100, 3.315, 0.801)
N (3.163, -0.016, 0.155)
C (4.550, -2.801, -0.508)
H (5.843, -4.471, -0.881)
C (3.930, -5.130, -0.204)
H (-6.360, 0.816, -3.261)
C (-1.717, -3.944, 3.736)
C (3.266, -2.452, -0.121)
H (-2.760, -4.803, 5.390)
N (0.170, -3.268, 1.340)
H (-5.742, 0.138, -0.943)
C (-3.074, 1.698, -3.344)
C (2.321, -3.446, 0.214)
C (3.716, 4.973, 1.284)
C (2.380, 4.637, 1.066)
C (0.765, 1.829, -3.329)
N (-3.476, -0.415, 0.985)
C (0.253, 3.148, -3.215)

Computed properties:
maximum force = 1.98 eV Å⁻¹
calculated total energy = -3065.88579 Ha
HOMO-LUMO gap (spin up / spin down) = 6.435 / 6.338 eV
charge = +2
E_HOMO (spin up / spin down) = -14.052 / -14.323 eV
⟨S²⟩ = 3.8958
2S+1 = 4

No. 2
Computed, not measured: a structure of composition C21H9Cl5F2NSTeZn, with the ωB97M-V functional and the def2-TZVPD basis.

Element x y z (Å)
C (0.057, -3.070, -0.654)
C (-0.870, -4.044, -1.027)
C (5.437, 0.467, -0.716)
C (-0.872, 1.967, 0.227)
C (1.413, 4.928, -0.416)
Zn (1.459, 0.183, -0.121)
C (-3.211, 1.464, 0.268)
F (-0.757, 4.819, 0.444)
C (1.444, 2.113, -0.643)
H (-2.383, 3.281, -0.534)
H (-4.237, 1.720, 0.029)
N (-0.584, 0.788, 0.797)
C (1.058, -4.476, 0.894)
H (6.944, 2.028, -1.239)
Cl (2.269, -4.843, 2.130)
F (3.588, 4.975, -1.259)
H (1.411, 6.004, -0.310)
C (-2.913, 0.256, 0.885)
Cl (-1.955, -6.519, -0.807)
C (1.030, -3.221, 0.301)
H (5.443, -0.110, -1.636)
C (-1.586, -0.035, 1.129)
C (-0.817, -5.279, -0.394)
Cl (-0.058, -1.517, -1.556)
H (3.470, 2.402, -1.370)
C (0.308, 2.787, -0.168)
C (0.161, -5.501, 0.577)
C (0.323, 4.166, -0.058)
C (-2.186, 2.334, -0.052)
C (4.624, 0.143, 0.341)
H (-1.297, -0.962, 1.614)
Cl (-2.075, -3.754, -2.248)
Te (3.135, -1.533, 0.523)
C (2.558, 2.868, -1.010)
H (-3.683, -0.456, 1.151)
S (4.882, 1.288, 1.591)
H (6.512, 3.075, 1.139)
Cl (0.233, -7.048, 1.365)
C (6.251, 1.629, -0.508)
C (6.048, 2.191, 0.718)
C (2.512, 4.242, -0.897)

Computed properties:
maximum force = 0.57 eV Å⁻¹
calculated total energy = -5806.69457 Ha
HOMO-LUMO gap = 6.954 eV
charge = -1
E_HOMO = -4.562 eV
2S+1 = 1

No. 3
Computed, not measured: an isolated molecule of C3H7ClN2, with the ωB97M-V functional and the def2-TZVPD basis.

Element x y z (Å)
N (0.175, -0.395, 1.349)
C (0.839, 1.226, -1.844)
H (0.776, 2.150, -2.266)
N (0.830, -0.245, 0.072)
C (0.565, 0.926, -0.597)
H (-1.693, -0.749, 2.118)
Cl (-1.299, -2.240, 0.177)
H (0.699, -1.124, -0.354)
C (-1.160, -0.687, 1.170)
H (0.583, -1.042, 1.889)
H (0.137, 1.632, 0.151)
H (1.258, 0.302, -2.455)
H (-1.710, 0.246, 0.590)

Computed properties:
maximum force = 5.22 eV Å⁻¹
calculated total energy = -688.11940 Ha
HOMO-LUMO gap = 9.533 eV
E_HOMO = -8.543 eV
SMILES = C=CNNCCl
2S+1 = 1

No. 4
Computed, not measured: an isolated molecule of H6N4O, with the ωB97M-V functional and the def2-TZVPD basis.

Element x y z (Å)
N (0.919, -0.438, 0.073)
O (-0.869, 2.199, 0.689)
N (-0.954, 0.692, 0.427)
H (0.383, -2.108, -0.952)
N (0.003, 0.517, -0.563)
H (-0.807, 2.790, -0.071)
H (-0.014, -2.088, 0.664)
N (0.686, -1.817, -0.021)
H (-0.469, 0.120, -1.380)
H (-0.743, 0.362, 1.371)
H (1.865, -0.229, -0.237)

Computed properties:
maximum force = 5.03 eV Å⁻¹
calculated total energy = -297.67983 Ha
HOMO-LUMO gap = 9.957 eV
E_HOMO = -8.853 eV
SMILES = NNNNO
2S+1 = 1

No. 5
Computed, not measured: a structure of composition C29H59NO16, with the ωB97M-V functional and the def2-TZVPD basis.

Element x y z (Å)
O (0.220, -0.081, 0.570)
O (2.100, -2.077, -1.001)
C (3.700, 2.267, -1.535)
H (2.344, 3.120, -4.945)
H (1.213, -5.139, -0.721)
H (-2.927, -1.590, 5.365)
O (-0.567, -6.023, -0.479)
C (0.477, 1.345, 0.826)
H (2.552, 1.093, 1.566)
C (-0.849, 4.046, 4.884)
C (-2.554, -2.207, -3.210)
C (0.415, 3.569, -0.481)
C (-0.574, -0.467, -0.460)
O (1.482, 3.111, -1.171)
H (-1.423, 2.631, -1.055)
C (0.437, 0.379, -2.745)
H (-2.200, 1.466, 2.073)
C (1.589, 1.487, 1.891)
H (0.415, -6.028, 1.632)
O (-5.044, -2.344, -1.999)
H (3.055, 4.052, -0.380)
H (-3.099, -3.030, 0.490)
H (-1.810, -2.289, -0.110)
H (3.965, -1.468, -0.602)
H (-0.496, -2.904, -3.097)
H (0.270, -3.539, 2.547)
O (0.074, -1.974, 5.686)
H (1.194, -4.566, 1.368)
H (-0.689, -2.400, -1.399)
C (2.771, 3.019, -0.585)
C (-1.079, -2.117, -3.575)
H (0.543, 5.242, -3.660)
H (-4.594, -3.704, 0.430)
C (-2.267, 3.114, 0.719)
H (-2.732, 2.560, -0.097)
O (-0.944, -2.635, 3.729)
H (4.293, 2.954, -2.137)
H (-3.162, -2.887, -3.808)
H (-2.649, -3.328, 5.897)
C (2.703, 0.288, -1.050)
O (0.665, 2.452, -3.809)
H (-1.184, 5.069, 4.707)
C (0.335, -2.585, 3.072)
H (-0.655, -1.212, -3.139)
H (-2.624, 4.142, 0.655)
C (-2.234, -2.328, 5.769)
H (0.770, 0.736, -1.770)
C (1.506, 4.774, -3.865)
C (-4.104, -2.768, 0.161)
H (3.155, 1.575, -2.177)
H (1.667, 0.583, -0.888)
C (2.952, -1.089, -0.472)
H (4.433, 1.671, -0.991)
C (-3.997, -2.478, -1.360)
C (-0.801, -1.991, -0.395)
O (2.493, -3.633, 0.657)
H (0.272, -0.401, 2.597)
C (0.510, -1.369, 2.156)
H (-2.938, -1.224, -3.482)
C (-2.639, 2.463, 2.063)
H (-0.631, 0.597, -2.764)
C (1.241, -4.195, -1.266)
H (2.066, 4.630, -2.940)
H (-3.719, 2.396, 2.198)
C (-0.870, 3.532, -1.316)
H (1.709, -4.276, -2.247)
H (2.756, -1.178, 0.596)
H (2.923, 0.189, -2.113)
H (-1.433, 4.452, -1.156)
C (1.361, 3.434, -4.595)
H (1.443, -1.338, 1.594)
O (-2.757, -2.399, -1.800)
H (-0.601, 3.511, -2.372)
H (1.193, -2.669, 3.739)
C (-0.969, 3.262, 3.606)
C (-0.937, -2.272, 5.049)
H (-0.197, -1.493, 1.336)
H (1.220, 1.023, 2.805)
O (1.765, 0.708, -4.754)
H (3.337, 1.024, -0.555)
H (1.779, 2.525, 2.163)
H (0.786, 3.487, -5.519)
H (-0.105, -2.499, 0.271)
H (2.097, 5.398, -4.535)
O (0.009, 2.752, 3.103)
H (0.197, 4.274, 5.089)
H (0.226, -3.926, -1.558)
H (-0.859, -2.025, -4.639)
H (-2.076, -1.929, 6.771)
H (-1.335, 3.657, 5.778)
H (-1.196, 3.140, 0.518)
H (-0.425, 1.853, 1.166)
H (-4.409, -1.873, 0.704)
O (-0.757, -3.812, -0.431)
O (-2.241, 3.254, 3.215)
O (0.386, 3.971, 0.657)
H (-0.489, -4.475, 2.030)
C (0.193, -4.997, 1.358)
C (1.026, 1.197, -3.908)
O (-1.077, 0.234, -1.281)
H (0.837, 1.938, -0.015)
N (-0.447, -4.919, 0.001)
C (1.986, -3.245, -0.394)
H (0.647, -0.690, -2.767)
H (2.609, 2.440, 0.324)

Computed properties:
maximum force = 11.53 eV Å⁻¹
calculated total energy = -2398.23086 Ha
HOMO-LUMO gap = 9.119 eV
E_HOMO = -9.479 eV
2S+1 = 1

No. 6
Computed, not measured: a cluster of 2 separate species, C5H11O2 in total, with the ωB97M-V functional and the def2-TZVPD basis.

Element x y z (Å)
C (-0.351, -0.387, -2.315)
H (0.226, 2.551, 0.762)
H (0.484, 2.392, 2.434)
H (-1.488, -2.292, -2.065)
O (-0.921, 0.489, 3.363)
H (-1.207, 0.026, -2.851)
O (-0.980, -1.251, 1.901)
H (1.844, 2.354, 1.588)
C (-0.591, -0.157, 2.367)
H (1.519, -0.007, 1.533)
H (-0.310, 0.189, -1.392)
H (-0.169, -2.108, -1.030)
H (0.188, -2.411, -2.747)
H (0.278, 0.192, 0.422)
C (0.829, 1.964, 1.461)
C (-0.475, -1.894, -2.059)
C (0.535, 0.489, 1.435)
H (0.588, -0.140, -2.806)

Computed properties:
maximum force = 3.11 eV Å⁻¹
calculated total energy = -347.62287 Ha
HOMO-LUMO gap = 7.722 eV
charge = -1
E_HOMO = -3.916 eV
2S+1 = 1

No. 7
Computed, not measured: a cluster of 2 separate species, C4H10OS in total, with the ωB97M-V functional and the def2-TZVPD basis.

Element x y z (Å)
H (1.443, -2.491, -1.983)
C (0.811, -2.172, -1.170)
H (-0.262, -2.271, -1.215)
H (0.442, 2.060, 0.174)
O (2.665, -1.864, 0.313)
H (-0.676, 2.513, -1.012)
H (-1.189, 0.414, 1.089)
H (0.722, -1.476, 0.806)
S (-1.456, 3.221, 1.158)
H (2.729, -1.782, 1.272)
H (-2.074, 0.364, -0.394)
H (-0.356, 0.126, -0.545)
C (-0.619, 2.106, 0.004)
H (-2.410, 2.354, 1.511)
C (1.344, -1.758, -0.032)
C (-1.114, 0.656, 0.023)

Computed properties:
maximum force = 1.53 eV Å⁻¹
calculated total energy = -631.77243 Ha
HOMO-LUMO gap = 9.684 eV
E_HOMO = -9.023 eV
SMILES = C=CO.CCS
2S+1 = 1

No. 8
Computed, not measured: a structure of composition C34H55N4OP2STi, with the ωB97M-V functional and the def2-TZVPD basis.

Element x y z (Å)
C (-0.330, 0.083, 4.285)
H (1.413, -1.069, 2.498)
H (0.906, 1.362, 6.776)
H (0.989, 1.357, -6.574)
O (0.856, 2.115, 2.189)
H (3.648, -3.075, 0.125)
H (-5.587, -0.904, -0.688)
C (1.834, -1.398, -1.659)
C (0.968, 1.519, -3.172)
C (-2.953, -2.544, 0.889)
C (0.359, -1.404, 6.152)
C (-4.421, -0.806, 1.928)
C (0.815, 3.181, -5.416)
Ti (-0.238, -0.210, 0.285)
C (0.929, 1.789, -5.572)
H (0.773, 3.833, -6.293)
C (-3.516, 1.749, -0.194)
H (3.234, 0.616, 2.383)
C (-0.748, -3.259, -3.525)
H (-5.621, 1.097, 0.014)
H (-3.611, -3.336, 1.279)
H (4.491, 0.703, -3.506)
S (-1.076, 0.167, 2.598)
H (4.334, -3.078, 1.758)
C (0.926, 0.804, -1.913)
H (4.338, -0.622, 3.037)
H (-0.307, -1.195, 6.998)
H (5.603, -1.171, -1.134)
H (6.166, 0.432, -1.591)
H (5.671, 0.152, 0.070)
H (5.115, -2.122, 0.491)
C (-3.446, 2.349, 1.221)
C (3.939, -0.183, 2.109)
C (0.464, -3.053, -2.885)
C (4.144, -2.444, 0.878)
H (1.282, -0.821, 6.247)
H (-3.981, 1.747, 1.963)
C (-1.695, -1.538, -2.153)
H (-2.769, -2.434, -3.753)
H (2.927, 2.190, -1.704)
C (0.854, 2.910, -3.024)
H (4.676, 2.315, -1.923)
C (-2.715, 2.657, -1.150)
H (-4.961, -1.642, 2.401)
C (3.889, 1.857, -1.306)
N (0.224, 1.171, -0.941)
H (-4.570, -2.268, -1.238)
H (1.492, -2.593, 1.558)
C (0.258, 1.146, 1.782)
N (-0.318, -1.101, 4.894)
C (-4.975, 1.660, -0.672)
C (-0.051, 1.541, 6.271)
H (-5.376, 2.685, -0.722)
H (-3.633, -0.488, 2.625)
C (4.031, 0.338, -1.417)
H (-0.293, 2.604, 6.358)
H (4.256, -1.027, -3.140)
H (-0.696, -1.867, 4.335)
P (-2.714, 0.043, -0.154)
H (0.835, 3.327, -2.017)
H (1.013, -0.147, -4.548)
H (-2.461, -2.931, -0.012)
N (0.053, 1.223, 4.848)
C (-3.827, -1.308, 0.601)
C (3.240, -1.283, 1.286)
H (-3.912, 3.345, 1.195)
H (0.627, 4.809, -3.972)
C (0.749, 3.738, -4.132)
C (-2.724, -0.448, -1.932)
H (-0.849, 0.957, 6.748)
P (2.546, -0.414, -0.366)
C (-4.955, -1.738, -0.357)
H (0.179, 2.010, 4.204)
H (-2.491, 0.431, -2.562)
H (4.779, 0.293, 1.591)
H (2.877, 0.076, -3.253)
H (-5.603, -2.447, 0.183)
H (-2.406, 2.465, 1.556)
C (0.577, -2.024, -1.917)
H (-1.637, 2.611, -0.948)
C (3.907, -0.014, -2.908)
N (-0.589, -1.532, -1.374)
H (-3.053, 3.696, -1.011)
C (2.083, -1.853, 2.115)
H (0.611, -2.468, 6.148)
H (-5.055, 1.229, -1.681)
H (-2.187, -2.349, 1.653)
H (-3.710, -0.798, -2.261)
H (3.992, 2.226, -0.280)
C (5.430, -0.100, -0.967)
H (2.513, -2.361, 2.994)
H (2.626, -2.028, -2.095)
H (-5.139, 0.015, 1.795)
H (1.363, -3.611, -3.148)
C (0.970, 0.943, -4.460)
C (-1.826, -2.426, -3.209)
H (-0.868, -4.030, -4.287)
H (-2.878, 2.397, -2.204)

Computed properties:
maximum force = 5.34 eV Å⁻¹
calculated total energy = -3552.10458 Ha
HOMO-LUMO gap (spin up / spin down) = 5.202 / 5.291 eV
charge = +3
E_HOMO (spin up / spin down) = -15.583 / -15.638 eV
2S+1 = 1

> maximum force of number 7 (C4H10OS)?

1.53 eV Å⁻¹